{
  "formula": "C9H27O12P3",
  "method": "ωB97M-V/def2-TZVPD",
  "smiles": "COP(=O)(OC)OC.COP(=O)(OC)OC.COP(=O)(OC)OC",
  "homo_energy_ev": -9.266,
  "gap_ev": 9.6199,
  "largest_force_ha_per_bohr": 0.170,
  "relative_energy_ev": 7.829,
  "species": ["C", "O", "P", "O", "O", "C", "O", "C", "H", "H", "H", "H", "H", "H", "H", "H", "H", "C", "O", "P", "O", "O", "C", "O", "C", "H", "H", "H", "H", "H", "H", "H", "H", "H", "C", "O", "P", "O", "O", "C", "O", "C", "H", "H", "H", "H", "H", "H", "H", "H", "H"],
  "coordinates": [[1.717, 1.617, -2.754], [0.833, 0.686, -2.092], [1.410, -0.196, -0.924], [0.300, -0.883, -0.105], [2.110, -1.287, -1.997], [1.218, -2.158, -2.700], [2.680, 0.342, 0.003], [2.749, 0.078, 1.389], [2.428, 2.006, -2.004], [1.207, 2.328, -3.528], [2.561, 1.194, -3.512], [1.807, -2.628, -3.485], [0.338, -1.712, -3.411], [0.728, -2.629, -1.970], [2.932, -0.844, 1.791], [1.833, 0.254, 1.781], [3.279, 0.899, 1.851], [-0.585, -5.118, -0.162], [-0.558, -3.616, 0.015], [-1.937, -2.686, 0.159], [-3.131, -3.617, 0.124], [-1.991, -1.886, 1.520], [-1.023, -2.103, 2.475], [-2.133, -1.822, -1.099], [-2.798, -2.230, -2.274], [-0.953, -5.511, 0.859], [0.485, -5.434, -0.467], [-1.428, -5.339, -0.723], [-0.072, -2.104, 2.011], [-1.197, -3.042, 2.920], [-1.124, -1.477, 3.437], [-3.860, -2.402, -2.046], [-2.506, -3.144, -2.788], [-2.651, -1.463, -3.161], [1.448, 4.250, 2.712], [0.857, 4.499, 1.430], [-0.358, 3.412, 1.083], [0.392, 2.274, 0.312], [-0.862, 2.607, 2.397], [-0.907, 1.229, 2.488], [-1.399, 4.060, -0.026], [-1.029, 4.483, -1.319], [2.335, 5.019, 2.814], [1.741, 3.300, 2.828], [0.799, 4.263, 3.632], [-1.675, 1.003, 3.226], [0.127, 1.125, 2.664], [-1.167, 0.612, 1.706], [-1.723, 5.341, -1.655], [-1.308, 3.687, -1.980], [0.059, 4.759, -1.427]],
  "forces_ev_per_a": [[2.4, 0.1, -2.6], [0.6, 2.3, -0.3], [-1.6, -4.5, 1.7], [2.9, 2.1, -1.7], [0.3, 1.5, 1.4], [-0.2, 3.2, -4.1], [-1.1, -0.9, -3.1], [-0.1, 2.9, -0.5], [-1.0, 0.9, -0.3], [0.3, -1.0, 2.4], [-2.2, -0.4, 1.6], [0.2, -0.8, 0.7], [1.9, 0.1, 1.9], [-1.8, -3.0, 2.3], [1.6, -2.8, -0.1], [-3.4, 0.6, 1.0], [1.0, -0.2, -0.2], [0.9, 1.6, 3.5], [-0.6, 0.9, 0.1], [-2.8, -6.1, -0.6], [1.5, 0.6, 0.6], [-0.3, 1.4, -1.8], [0.4, 0.4, 2.9], [1.6, 2.2, -0.9], [-1.1, 0.9, -2.3], [1.3, 0.3, -1.3], [-2.2, 0.5, 0.4], [-1.0, -0.6, -2.0], [1.2, 0.4, 0.0], [0.0, -1.7, 0.3], [0.1, 0.1, -2.0], [0.3, 0.4, -0.1], [0.8, -0.4, 0.8], [-0.3, -0.9, 2.3], [0.6, 4.5, 1.4], [-3.3, -0.6, 1.2], [4.4, -5.4, -5.3], [-1.7, 2.8, 1.6], [-1.9, 6.2, -1.6], [0.1, -0.5, 1.6], [0.3, 0.0, 4.2], [0.0, 1.6, -1.2], [-1.9, -1.7, -0.1], [1.9, -3.7, -0.5], [-0.1, 1.2, -1.1], [0.7, 0.0, 0.7], [1.0, -2.0, 1.1], [-0.5, -0.5, -2.7], [1.3, -1.0, 1.0], [0.4, -0.6, -0.5], [-1.2, -0.3, 0.2]]
}

***

{
  "formula": "C10H12FN",
  "method": "ωB97M-V/def2-TZVPD",
  "smiles": "C[C@H]1N(F)[C@@]1(C)c1ccccc1",
  "homo_energy_ev": -9.177,
  "gap_ev": 10.1127,
  "largest_force_ha_per_bohr": 0.078,
  "relative_energy_ev": 3.695,
  "species": ["C", "C", "C", "C", "C", "C", "C", "C", "C", "C", "N", "F", "H", "H", "H", "H", "H", "H", "H", "H", "H", "H", "H", "H"],
  "coordinates": [[1.757, -0.765, 2.527], [0.364, -0.969, 2.458], [2.504, -0.474, 1.357], [-0.190, -0.733, 1.247], [1.814, -0.340, 0.132], [0.470, -0.495, 0.134], [-1.319, 1.058, -1.075], [-0.326, -0.199, -1.048], [-1.546, 2.140, -0.059], [-0.707, -1.298, -1.971], [0.026, 1.069, -1.643], [-0.129, 1.031, -3.078], [2.259, -0.859, 3.512], [-0.260, -1.107, 3.310], [3.648, -0.306, 1.416], [-1.179, -0.788, 1.130], [2.233, -0.069, -0.816], [-2.175, 0.744, -1.630], [-0.650, 2.707, -0.100], [-1.486, 1.677, 1.036], [-2.464, 2.740, -0.406], [-1.419, -1.891, -1.266], [0.035, -1.928, -2.357], [-1.262, -0.946, -2.809]],
  "forces_ev_per_a": [[0.4, -0.4, 0.3], [2.3, 1.0, 0.4], [0.9, 0.2, 0.1], [-0.1, -1.2, 2.2], [1.8, -0.1, 1.1], [0.9, 0.9, -2.0], [1.6, -1.6, 1.0], [-0.6, 2.0, -1.1], [-0.8, -1.3, 1.5], [-3.0, -0.9, 2.5], [-1.1, 0.6, -1.4], [0.6, -0.1, 0.0], [-0.2, 0.1, -0.8], [-0.1, -0.3, 0.6], [-2.2, -0.3, -0.1], [-4.0, -0.2, -0.1], [0.8, 0.1, -0.1], [-0.1, 0.2, -1.0], [0.5, 1.1, 0.0], [-1.0, 1.2, -2.1], [1.3, -0.8, 1.3], [1.1, 0.3, -1.6], [1.5, -0.8, -0.1], [-0.6, 0.3, -0.5]]
}

***

{
  "formula": "C2H2O3",
  "method": "ωB97M-V/def2-TZVPD",
  "homo_energy_ev": -9.009,
  "gap_ev": 9.5788,
  "largest_force_ha_per_bohr": 0.079,
  "relative_energy_ev": 2.294,
  "species": ["C", "C", "O", "O", "O", "H", "H"],
  "coordinates": [[0.288, 0.344, -0.416], [-3.452, -0.298, -0.223], [0.313, 0.581, 0.883], [-3.928, 0.058, -1.181], [-2.951, -0.691, 0.755], [-0.872, 0.165, -0.629], [1.271, 0.653, 1.172]],
  "forces_ev_per_a": [[-1.5, -0.2, 0.5], [1.7, -1.5, 3.4], [1.2, -0.3, -0.4], [-1.5, 1.2, -2.9], [-0.3, 0.3, -0.4], [1.8, 0.5, 0.4], [-1.4, 0.1, -0.5]]
}

***

{
  "formula": "C28H24AuBrN3O2",
  "method": "ωB97M-V/def2-TZVPD",
  "total_charge": 1,
  "homo_energy_ev": -11.032,
  "gap_ev": 7.4739,
  "largest_force_ha_per_bohr": 0.011,
  "relative_energy_ev": 0.000,
  "species": ["Au", "O", "C", "C", "C", "C", "C", "C", "C", "O", "N", "N", "C", "C", "Br", "C", "C", "C", "C", "C", "C", "C", "H", "H", "H", "H", "H", "H", "H", "H", "H", "H", "H", "H", "H", "H", "N", "C", "C", "C", "C", "C", "C", "C", "C", "C", "C", "C", "C", "H", "H", "H", "H", "H", "H", "H", "H", "H", "H"],
  "coordinates": [[-0.023, 0.645, -0.258], [4.006, 2.360, -0.586], [3.561, 3.122, 0.458], [3.972, 4.444, 0.587], [3.575, 5.206, 1.673], [2.755, 4.649, 2.641], [2.344, 3.332, 2.503], [2.715, 2.548, 1.413], [2.319, 1.077, 1.323], [1.963, 0.697, 0.032], [1.251, 0.778, 2.279], [-0.033, 1.045, 1.753], [-0.881, 1.523, 2.581], [-2.268, 1.882, 2.313], [-3.404, 1.037, 3.580], [-2.766, 2.727, 1.412], [-2.050, 3.541, 0.422], [-2.728, 3.868, -0.753], [-2.111, 4.626, -1.735], [-0.810, 5.072, -1.553], [-0.142, 4.789, -0.368], [-0.762, 4.042, 0.619], [4.714, 2.839, -1.031], [4.627, 4.869, -0.166], [3.914, 6.229, 1.762], [2.449, 5.226, 3.502], [1.732, 2.883, 3.274], [3.168, 0.465, 1.654], [1.274, -0.145, 2.689], [-0.530, 1.645, 3.605], [-3.846, 2.828, 1.402], [-3.745, 3.521, -0.894], [-2.650, 4.878, -2.638], [-0.329, 5.667, -2.318], [0.855, 5.174, -0.196], [-0.249, 3.892, 1.560], [0.428, 0.295, -2.200], [-0.274, 1.147, -3.154], [0.472, 1.777, -4.134], [-0.163, 2.587, -5.060], [-1.539, 2.751, -4.987], [-2.267, 2.115, -3.996], [-1.654, 1.294, -3.049], [-2.449, 0.578, -2.018], [-3.740, 0.154, -2.345], [-4.517, -0.555, -1.446], [-4.004, -0.884, -0.201], [-2.720, -0.481, 0.136], [-1.954, 0.269, -0.746], [0.308, -0.694, -2.416], [1.433, 0.490, -2.204], [1.545, 1.631, -4.175], [0.412, 3.080, -5.831], [-2.047, 3.386, -5.700], [-3.335, 2.277, -3.937], [-4.130, 0.352, -3.335], [-5.512, -0.872, -1.729], [-4.591, -1.459, 0.502], [-2.322, -0.758, 1.105]],
  "forces_ev_per_a": [[0.0, 0.0, 0.1], [0.0, 0.0, 0.1], [0.0, 0.0, 0.0], [0.0, 0.0, 0.0], [0.0, 0.0, 0.0], [0.0, 0.0, 0.0], [-0.1, 0.0, 0.0], [0.0, 0.0, 0.0], [0.1, 0.0, 0.0], [0.0, 0.0, 0.0], [0.1, 0.2, 0.5], [-0.2, 0.0, -0.3], [0.1, 0.2, 0.0], [-0.1, 0.0, 0.0], [0.0, 0.0, -0.1], [0.0, 0.0, 0.0], [0.0, 0.0, 0.0], [0.0, 0.0, 0.0], [0.0, 0.0, 0.0], [0.0, 0.0, 0.0], [0.0, 0.0, 0.0], [0.0, 0.0, 0.0], [0.0, 0.0, 0.0], [0.0, 0.0, 0.0], [0.0, 0.0, 0.0], [0.0, 0.0, 0.0], [0.0, 0.0, 0.0], [0.0, 0.0, 0.0], [0.0, -0.2, -0.3], [0.0, 0.0, 0.0], [0.0, 0.0, 0.0], [0.0, 0.0, 0.0], [0.0, 0.0, 0.0], [0.0, 0.0, 0.0], [0.0, 0.0, 0.0], [0.0, -0.1, 0.0], [0.1, 0.1, 0.0], [0.0, 0.0, 0.0], [0.0, 0.0, 0.0], [0.0, 0.0, 0.0], [0.0, 0.0, 0.0], [0.0, 0.0, 0.0], [0.0, 0.0, 0.0], [0.0, 0.0, 0.0], [0.0, 0.0, 0.0], [0.0, 0.0, 0.0], [0.0, 0.0, 0.0], [-0.1, 0.0, 0.1], [0.1, -0.1, 0.1], [-0.1, 0.0, 0.0], [0.0, 0.0, -0.1], [0.0, 0.0, 0.0], [0.0, 0.0, 0.0], [0.0, 0.0, 0.0], [0.0, 0.0, 0.0], [0.0, 0.0, 0.0], [0.0, 0.0, 0.0], [0.0, 0.0, 0.0], [0.0, 0.0, 0.0]]
}